89
Properties=species:S:1:pos:R:3:forces:R:3:lowdin_spin:R:1 method="wB97M-V/def2-TZVPD" max_force_ev_per_a=0.550 e_homo_ev="-9.1 / -9.1" homo_lumo_gap_ha="0.1999 / 0.2000" lumo_energy_ev="-3.660 / -3.660" de_lowest_ev=1.4720 spin_multiplicity=2 charge=+1
Re 0.989226 1.660624 -1.497249 -0.207 0.441 0.254 0.792
C 1.768222 4.418184 -0.366731 -0.056 0.012 -0.083 0.009
N 0.942442 3.243477 0.003279 -0.097 0.109 -0.151 0.011
C -0.480192 3.646363 0.074234 0.026 -0.058 -0.068 0.002
C -1.041020 3.794472 -1.347443 -0.166 0.095 -0.072 0.000
N -0.307767 2.928741 -2.277967 -0.016 -0.332 0.380 0.012
C -0.397095 3.300267 -3.634088 -0.026 -0.205 0.033 0.002
C 0.042482 4.525188 -4.111712 0.026 0.185 -0.030 0.001
F 0.570923 5.414924 -3.251904 0.021 0.050 -0.061 0.000
C -0.035717 4.880356 -5.443348 -0.062 0.024 0.005 0.000
F 0.337788 6.089125 -5.833639 0.124 0.078 -0.062 0.000
C -0.534811 3.972831 -6.359690 -0.023 0.006 -0.168 0.000
F -0.617761 4.296757 -7.644979 0.003 -0.041 0.141 0.000
C -0.972166 2.734483 -5.923317 -0.014 -0.011 -0.058 0.000
F -1.479372 1.863266 -6.795006 0.031 0.042 0.042 0.000
C -0.912583 2.416227 -4.579080 0.008 -0.164 0.055 0.000
F -1.381373 1.222895 -4.196953 -0.033 0.132 0.003 0.000
C 1.445195 2.636865 1.254181 -0.008 0.016 -0.061 0.000
C 2.726855 1.874011 0.937513 0.063 -0.055 0.030 -0.001
N 2.614160 1.319030 -0.412668 0.150 -0.361 -0.226 -0.001
C 3.827445 0.877100 -0.989166 -0.280 0.259 0.300 0.000
C 4.928423 1.696394 -1.196269 0.244 0.085 -0.013 0.000
F 4.901134 2.970403 -0.778140 -0.061 0.076 -0.096 0.000
C 6.075243 1.252666 -1.829712 -0.051 0.056 0.060 0.000
F 7.103496 2.071965 -2.011794 0.031 0.047 -0.003 0.000
C 6.146509 -0.054270 -2.272728 0.030 -0.099 -0.057 0.000
F 7.241367 -0.496787 -2.880709 -0.015 0.005 0.012 0.000
C 5.073433 -0.902262 -2.066742 0.043 -0.047 -0.022 0.000
F 5.141807 -2.170769 -2.466867 -0.010 0.016 0.006 0.000
C 3.943296 -0.431981 -1.426481 -0.044 -0.329 -0.162 -0.001
F 2.934931 -1.299032 -1.232180 0.025 0.075 0.050 0.000
H 1.661014 5.190114 0.401226 0.019 -0.007 0.009 0.002
H 1.438986 4.806594 -1.329134 0.041 -0.065 0.124 0.000
H 2.807943 4.121651 -0.451855 0.063 -0.024 -0.026 0.000
H -0.575071 4.582076 0.632816 -0.059 -0.005 0.005 0.000
H -1.018188 2.868955 0.614181 0.047 -0.051 -0.018 0.000
H -0.997115 4.836420 -1.673150 0.022 -0.030 0.040 0.000
H -2.099464 3.510940 -1.323499 -0.004 0.080 -0.024 0.000
H 0.680373 1.951641 1.611826 -0.027 0.005 -0.010 0.000
H 1.610312 3.405160 2.014707 0.018 -0.001 0.019 0.000
H 2.861706 1.083005 1.683708 0.015 -0.011 0.008 0.000
H 3.597454 2.529642 1.012670 -0.037 0.006 0.029 0.000
F -2.327167 -0.173638 4.285816 -0.005 -0.015 0.027 0.000
C -1.967309 -0.961218 3.251155 -0.031 -0.052 0.014 0.000
C -1.416596 -0.408593 2.136403 0.000 0.064 -0.008 0.000
C -1.070252 -1.231213 1.057727 0.036 0.097 -0.079 0.000
C -0.460050 -0.640297 -0.135082 -0.065 0.110 0.133 0.000
O -0.249556 0.605527 -0.132000 0.066 0.092 -0.079 0.025
C -0.160299 -1.528092 -1.188299 0.038 -0.060 0.004 0.001
C -0.422276 -2.860112 -1.028394 -0.017 -0.068 0.023 0.000
N -0.979736 -3.412105 0.059558 0.017 -0.057 -0.020 0.000
C -1.179503 -4.848764 0.118037 0.033 0.066 0.023 0.000
C -2.581094 -5.384120 0.095877 -0.030 -0.003 0.000 0.000
C -1.689458 -5.549267 -1.098018 -0.005 -0.018 -0.032 0.000
C -1.304743 -2.607201 1.139493 0.003 -0.054 -0.050 0.000
C -1.850642 -3.152939 2.310302 -0.013 -0.110 0.058 0.000
C -2.182295 -2.342486 3.368561 -0.015 0.082 0.063 0.000
N -2.760966 -2.911024 4.551279 -0.025 -0.017 -0.006 0.000
C -4.201409 -2.662084 4.668875 0.019 0.007 0.007 0.000
C -4.706179 -3.346019 5.950557 0.026 -0.021 -0.015 0.000
N -3.692869 -4.382057 6.346343 -0.003 0.048 0.001 0.000
C -2.405826 -3.734524 6.791854 -0.030 -0.005 -0.011 0.000
C -2.092136 -2.594654 5.813121 0.033 -0.023 -0.016 0.000
C 0.416344 -1.146140 -2.527762 -0.094 0.487 0.012 0.005
O 0.542216 -1.997162 -3.371942 0.050 -0.302 -0.212 0.000
O 0.692259 0.112452 -2.706355 0.219 -0.339 0.021 0.057
H -1.256670 0.658212 2.071988 0.004 0.008 -0.010 0.000
H -0.169246 -3.524664 -1.843683 0.007 0.003 -0.011 0.000
H -0.442412 -5.359370 0.725171 0.013 0.011 0.009 0.000
H -3.379847 -4.659368 0.011003 -0.003 -0.004 -0.005 0.000
H -2.800942 -6.248305 0.706966 -0.004 -0.004 0.001 0.000
H -1.916686 -4.952759 -1.970113 -0.006 -0.005 -0.004 0.000
H -1.274970 -6.523177 -1.311104 -0.004 -0.001 -0.003 0.000
H -2.014706 -4.217528 2.396218 0.000 0.028 0.001 0.000
H -4.696517 -3.074536 3.790638 0.004 -0.017 -0.001 0.000
H -4.437934 -1.594324 4.724540 -0.012 0.011 -0.005 0.000
H -5.664800 -3.837608 5.806719 -0.008 0.002 0.002 0.000
H -4.787946 -2.657776 6.788979 0.011 0.002 0.010 0.000
H -3.481690 -4.943950 5.519724 0.004 -0.011 -0.005 0.000
H -4.055360 -4.999147 7.071703 -0.009 0.004 0.008 0.000
H -1.643856 -4.510543 6.791257 -0.002 -0.007 -0.017 0.000
H -2.555308 -3.378289 7.808734 0.003 -0.009 0.012 0.000
H -1.017478 -2.542852 5.654305 0.006 0.005 0.003 0.000
H -2.412359 -1.634184 6.226546 -0.011 0.021 -0.005 0.000
N 2.250115 2.437807 -2.859656 0.217 -0.033 0.153 0.013
C 2.998191 2.830497 -3.669140 -0.387 0.068 -0.030 0.025
N 3.834952 3.262397 -4.511021 0.228 0.044 -0.229 0.033
C 3.383084 3.770087 -5.659475 0.012 -0.075 0.201 0.003
N 3.029441 4.217417 -6.663518 -0.025 0.046 -0.067 0.013